## i
ORCA calculation (ωB97M-V/def2-TZVPD) on a molecular structure, CH4NOP.

ORCA input file:
```
! wB97M-V def2-TZVPD RIJCOSX def2/J DEFGRID3
* xyz 0 1
P 1.5206 -1.1346 0.7574
O -0.7672 -1.1579 -1.8886
N -0.0847 -0.2481 0.3407
C -0.1798 -0.8930 -0.7849
H 2.0687 -0.1068 -0.0052
H 1.4395 -0.3566 1.9482
H -1.6620 1.8266 0.0659
H -2.3351 2.0704 -0.4335
*
```

* E_LUMO: -0.655 eV

## ii
ORCA calculation (ωB97M-V/def2-TZVPD) on a single CH4NOP molecule.

ORCA input file:
```
! wB97M-V def2-TZVPD RIJCOSX def2/J DEFGRID3
* xyz 0 1
P 0.9918 -1.2138 -0.2859
O 1.8683 1.1926 0.4681
N -0.3167 1.1859 -0.4606
C 0.8417 0.6149 -0.0998
H 1.5545 -1.6115 0.9041
H -1.1387 0.5947 -0.5504
H -0.2190 2.1153 -0.7770
H -0.2164 -1.2910 0.5515
*
```

* E_LUMO: 0.719 eV
* SMILES string: NC(=O)P

So which one is most stable? That would be ii, about 2.299 eV below the next structure.

## i
ORCA calculation (ωB97M-V/def2-TZVPD) on a single CH3ClFNS molecule.

ORCA input file:
```
! wB97M-V def2-TZVPD RIJCOSX def2/J DEFGRID3
* xyz 0 1
Cl -2.2882 0.3740 -0.3682
S -0.4272 0.5623 0.6889
F -0.5380 -2.0235 0.0569
N 0.5911 1.5634 -0.2019
C 0.3206 -0.9815 0.0113
H 1.1928 -1.2218 0.6266
H 0.6021 -0.7609 -1.0188
H 0.5468 2.4882 0.2053
*
```

* E_LUMO: -0.377 eV

## ii
ORCA calculation (ωB97M-V/def2-TZVPD) on a molecular structure, CH3ClFNS.

ORCA input file:
```
! wB97M-V def2-TZVPD RIJCOSX def2/J DEFGRID3
* xyz 0 1
Cl -1.3061 -0.9358 -3.8691
S -2.2416 -0.5441 -2.1074
F 0.2917 -1.5307 -1.3145
N 0.4429 0.1705 0.0073
C -0.4950 -0.8199 -0.5143
H -1.1671 -1.3534 0.1270
H 0.0066 0.9694 0.4033
H 1.0996 0.3769 -0.7526
*
```

* E_LUMO: -0.051 eV

So which one is most stable? That would be ii, about 0.206 eV below the next structure.

## i
ORCA calculation (ωB97M-V/def2-TZVPD) on 2 unconnected molecules or ions with the total composition C3H5NO5.

ORCA input file:
```
! wB97M-V def2-TZVPD RIJCOSX def2/J DEFGRID3
* xyz 0 1
O 2.9316 0.5254 0.5502
O 3.7443 -1.5607 0.8163
O -0.4310 -0.9838 -1.3527
O -3.1440 -0.8921 0.6187
O -0.2583 1.8730 -0.0585
N 2.8663 -0.7025 0.8333
C -0.8888 -0.6084 -0.2402
C -0.8390 0.8899 0.2831
C -2.4340 -1.0248 -0.5700
H -2.8097 -0.3189 -1.3398
H -1.3935 0.9673 1.2552
H -2.6099 -2.0548 -0.9018
H -0.4489 -1.1216 0.6707
H -4.0724 -1.1034 0.3767
*
```

* E_LUMO (spin up / spin down): -1.926 / -2.469 eV

## ii
ORCA calculation (ωB97M-V/def2-TZVPD) on 2 unconnected molecules or ions with the total composition C3H5NO5.

ORCA input file:
```
! wB97M-V def2-TZVPD RIJCOSX def2/J DEFGRID3
* xyz 0 1
O 3.8408 3.4051 1.1971
O -0.4624 -0.1619 -0.2664
O -1.2561 -2.2348 0.3641
O 2.3734 1.2724 1.0552
O 1.2751 1.0765 0.2176
N 3.9369 2.3047 0.8147
C -1.3771 -1.2097 -0.2675
C -2.5244 -0.8181 -1.1903
C 0.7020 -0.1825 0.5120
H -2.3255 0.1974 -1.5802
H -3.4878 -0.8373 -0.6553
H 1.4045 -0.9932 0.2231
H 0.5193 -0.2894 1.6035
H -2.6187 -1.5292 -2.0276
*
```

* E_LUMO (spin up / spin down): -1.411 / -1.730 eV

So which one is most stable? That would be ii, about 0.779 eV below the next structure.